Below is an isolated ion of composition C5H11N2O and charge +1 in a non-equilibrium geometry, with properties calculated with ωB97M-V/def2-TZVPD.

Calculated values
* SMILES string: N/C=C/C[C@@H]([NH3+])C=O
* gap between HOMO and LUMO: 8.2 eV
* calculated total energy: -381.584166 Eh
* HOMO: -0.4290 hartree
* E_LUMO: -0.128 Eh
* energy above the lowest of the compared OMol25 structures with the same formula, charge and spin: 209.50 kJ/mol
* max |F|: 0.056 Eh/bohr
* total charge: +1

CARTESIAN COORDINATES (ANGSTROEM)
1 N -1.7291 1.1309 -2.7433
2 C -1.2156 1.0664 -1.4970
3 C -1.1047 -0.0334 -0.7326
4 C -0.6398 -0.1763 0.7010
5 C 0.8981 -0.0731 0.7111
6 N 1.4080 -0.1180 2.1340
7 C 1.5072 -1.3793 0.0317
8 O 2.2246 -2.0299 0.7441
9 H -2.3231 0.3858 -3.0623
10 H -1.8722 1.9855 -3.2466
11 H -0.9396 1.9903 -0.9853
12 H -1.3744 -1.0086 -1.1161
13 H -1.0865 0.5595 1.3633
14 H -0.8996 -1.1525 1.1157
15 H 1.2484 0.8575 0.2554
16 H 2.3663 -0.4966 2.0867
17 H 0.9578 -0.8274 2.7134
18 H 1.3245 0.8106 2.5433
19 H 1.2498 -1.4914 -1.0166

Mulliken population analysis, charges in e, atoms 1 to 2: -0.430, 0.054

Below is C38H50AsClF2N4O7Si3Tl as an isolated structure in a non-equilibrium geometry, with properties calculated with ωB97M-V/def2-TZVPD.

Calculated values
* gap between HOMO and LUMO: 6.5 eV
* calculated total energy: -6160.520261 Eh
* HOMO: -0.1563 hartree
* E_LUMO: 0.082 Eh
* energy above the lowest of the compared OMol25 structures with the same formula, charge and spin: 0.00 kJ/mol
* max |F|: 0.070 Eh/bohr
* total charge: -1

CARTESIAN COORDINATES (ANGSTROEM)
1 Tl 10.3023 15.3083 14.3372
2 O 7.7663 13.7468 18.0852
3 C 8.2115 12.5041 18.2279
4 C 7.4253 11.5898 18.9646
5 C 7.7986 10.2657 19.0736
6 C 9.0108 9.8726 18.5321
7 C 9.8344 10.7692 17.8392
8 C 9.4353 12.0865 17.6162
9 C 10.1559 13.0875 16.8047
10 O 9.7374 14.3078 16.8151
11 N 11.1996 12.6563 16.0528
12 N 11.7457 13.5859 15.2744
13 C 12.8485 13.1342 14.6251
14 C 13.6843 13.8596 13.7142
15 C 14.7734 13.1610 13.0920
16 C 15.6555 13.8220 12.2697
17 C 15.4871 15.1845 11.9713
18 C 14.4922 15.9076 12.5554
19 C 13.5322 15.3040 13.4383
20 O 12.6165 15.9892 13.9765
21 H 8.5536 14.1989 17.5158
22 H 6.4907 11.9944 19.3208
23 H 7.1880 9.5670 19.6272
24 H 9.3416 8.8499 18.6286
25 H 10.8038 10.4295 17.4797
26 H 13.1427 12.0965 14.7784
27 H 14.9190 12.1173 13.2996
28 H 16.4931 13.3083 11.8057
29 H 16.2146 15.6623 11.3050
30 H 14.3269 16.9507 12.3274
31 Cl 10.6108 15.9809 6.6078
32 C 10.7481 15.5649 8.2267
33 C 10.7917 14.2106 8.6462
34 C 10.7505 13.8694 9.9707
35 C 10.6583 14.8638 11.0067
36 O 10.6037 14.5143 12.2337
37 C 10.6595 16.3004 10.5487
38 C 10.5525 17.4161 11.4456
39 O 10.3813 17.3832 12.7000
40 C 10.7145 16.5996 9.1773
41 H 10.8191 13.4866 7.8268
42 H 10.7356 12.8550 10.3491
43 H 10.6018 18.4163 10.9714
44 H 10.7350 17.6187 8.8338
45 C 9.5685 19.3358 19.0580
46 Si 9.4563 17.6814 18.1608
47 C 7.6333 17.3948 17.7393
48 C 10.2516 16.3478 19.1936
49 As 10.6655 17.8516 16.1027
50 Si 13.0134 18.0552 16.6966
51 C 13.7810 16.3952 17.2490
52 C 14.0006 18.7440 15.2505
53 C 13.0306 19.3071 18.1065
54 Si 9.9197 19.7700 14.7324
55 C 9.6120 21.1767 15.9420
56 C 11.3123 20.2385 13.5577
57 C 8.2663 19.5043 13.8356
58 H 9.0871 19.2261 20.0589
59 H 9.0555 20.1333 18.5108
60 H 10.6061 19.6663 19.2317
61 H 7.1749 17.0407 18.6812
62 H 7.4505 16.6628 16.9660
63 H 7.1421 18.3296 17.4507
64 H 9.4640 15.8658 19.7917
65 H 10.9908 16.8346 19.8635
66 H 10.7747 15.5823 18.6323
67 H 13.8074 15.6611 16.4687
68 H 13.2278 16.0040 18.1165
69 H 14.8281 16.5877 17.5541
70 H 13.7777 18.2439 14.2901
71 H 15.0729 18.5387 15.4808
72 H 13.8740 19.8205 15.1262
73 H 12.7152 18.8746 19.0583
74 H 12.5175 20.2648 17.9215
75 H 14.1045 19.5469 18.2656
76 H 10.3185 21.2384 16.7668
77 H 8.5979 21.1632 16.3890
78 H 9.7066 22.1058 15.3508
79 H 11.9973 20.8947 14.1171
80 H 10.8911 20.8296 12.7418
81 H 11.8741 19.3993 13.1443
82 H 7.4281 19.2587 14.5485
83 H 8.3403 18.7362 13.0564
84 H 8.0074 20.4758 13.3486
85 O 9.8774 7.9369 13.5320
86 C 8.4678 7.9513 13.5109
87 N 7.9090 8.2753 14.8035
88 C 7.2350 9.3998 15.2928
89 O 6.5251 9.2719 16.3046
90 C 7.4627 10.6767 14.5701
91 C 6.3942 11.4882 14.1331
92 C 6.6241 12.4898 13.2102
93 C 7.9727 12.7435 12.8559
94 N 9.0092 12.1260 13.4277
95 C 8.7560 11.1005 14.2438
96 H 10.1782 8.2747 14.4053
97 H 8.1241 6.9587 13.1610
98 H 8.1857 8.6664 12.7272
99 H 7.7450 7.4706 15.3915
100 H 5.4000 11.3043 14.5001
101 H 5.8088 13.0364 12.7671
102 H 8.2381 13.4332 12.0621
103 H 9.6238 10.6668 14.7220
104 F 7.1037 14.9380 15.0121
105 C 7.9331 15.7905 14.2895
106 F 7.4171 15.8135 13.0010
107 H 7.7568 16.8361 14.6523

Mulliken population analysis, charges in e, atoms 1 to 2: 0.843, -0.723

Below is one molecule with the formula C3H7N3O in a non-equilibrium geometry, with properties calculated with ωB97M-V/def2-TZVPD.

Calculated values
* SMILES string: CN/N=C\C(N)=O
* gap between HOMO and LUMO: 9.5 eV
* calculated total energy: -357.966360 Eh
* HOMO: -0.3131 hartree
* E_LUMO: 0.035 Eh
* energy above the lowest of the compared OMol25 structures with the same formula, charge and spin: 219.26 kJ/mol
* max |F|: 0.048 Eh/bohr
* total charge: 0

CARTESIAN COORDINATES (ANGSTROEM)
1 C 1.0697 1.4700 -0.8777
2 N 1.1515 1.1653 0.5338
3 N 0.3205 0.6176 1.4088
4 C -0.2690 -0.5042 1.2330
5 C -0.5264 -1.1493 -0.1372
6 N -1.7480 -1.7611 -0.1568
7 O 0.2535 -1.3560 -1.0532
8 H 0.3646 2.2775 -1.0961
9 H 0.7979 0.5828 -1.4468
10 H 2.0589 1.7572 -1.2324
11 H 1.7398 1.8230 1.0367
12 H -0.8732 -0.8141 2.0801
13 H -2.3889 -1.7071 0.6145
14 H -1.9507 -2.4016 -0.9068

Mulliken population analysis, charges in e, atoms 1 to 2: -0.707, 0.058

The highest E_LUMO belongs to which entry?
C38H50AsClF2N4O7Si3Tl

Among the records above, which one has the highest HOMO?
C38H50AsClF2N4O7Si3Tl